No. 1
A structure of composition C33H24BBrCrF4N8P, computed with the ωB97M-V functional and the def2-TZVPD basis.

For the HOMO energy (alpha / beta), the calculation gives -14.617 / -14.579 eV. As for the spin multiplicity: 2. Its LUMO energy (alpha / beta) is -7.8 / -7.3 eV. As for the orbital gap (alpha / beta): 0.2495 / 0.2673 hartree. The net charge is +2.

Element x y z (Å)
Cr: -0.95615 0.50275 -0.45202
C: 0.05561 -2.32222 -3.39335
C: 0.40187 -1.56955 -2.29343
N: -0.64677 -0.80578 -1.90106
N: -1.66800 -1.08516 -2.75591
C: -1.27189 -1.98305 -3.64885
B: -3.07131 -0.48222 -2.50058
N: -2.95336 1.05381 -2.54652
C: -3.64703 1.96933 -3.22937
C: -3.27118 3.22820 -2.79197
C: -2.32297 2.98659 -1.80988
N: -2.13368 1.66748 -1.66156
N: -3.43971 -0.86601 -1.04458
C: -4.53132 -1.45222 -0.55986
C: -4.43706 -1.50865 0.82604
C: -3.22785 -0.91221 1.11667
N: -2.61646 -0.51706 -0.01942
H: 0.66952 -3.02038 -3.93505
H: 1.33538 -1.54494 -1.75422
H: -1.95116 -2.33969 -4.40691
H: -3.87266 -0.89748 -3.28035
H: -4.36041 1.67033 -3.98051
H: -3.63657 4.17941 -3.13624
H: -1.78049 3.69942 -1.20894
H: -5.30641 -1.79931 -1.22478
H: -5.14712 -1.92962 1.51593
H: -2.75883 -0.77385 2.07670
F: 1.67164 3.44777 5.38168
C: 1.42846 2.54240 4.46135
C: 2.28456 1.46988 4.29184
F: 3.34476 1.34771 5.06269
C: 2.01648 0.51607 3.31735
F: 2.84992 -0.51302 3.23617
C: 0.91513 0.61263 2.47795
P: 0.57988 -0.58157 1.14667
C: -0.15771 -2.02355 1.94002
C: -0.18556 -2.18243 3.32269
C: -0.77054 -3.31346 3.87580
C: -1.31715 -4.28776 3.05334
C: -1.28734 -4.13549 1.67127
C: -0.71864 -3.00246 1.11461
C: 2.22097 -1.05195 0.54451
C: 3.10987 -0.04146 0.17341
C: 4.36630 -0.36510 -0.31191
C: 4.73902 -1.69886 -0.43416
C: 3.86100 -2.70413 -0.05428
C: 2.60279 -2.38608 0.44208
C: 0.06752 1.69727 2.69077
Br: -1.54152 1.88535 1.69983
C: 0.30039 2.65028 3.65650
F: -0.52686 3.66946 3.83438
H: 0.24467 -1.43459 3.97622
H: -0.79070 -3.43529 4.95048
H: -1.76775 -5.16934 3.48978
H: -1.71198 -4.89723 1.03093
H: -0.71374 -2.87938 0.03614
H: 2.83892 0.99975 0.29690
H: 5.06120 0.41963 -0.58120
H: 5.72302 -1.95208 -0.80576
H: 4.15876 -3.74150 -0.12950
H: 1.93467 -3.17871 0.75459
N: 3.78060 5.61778 -3.23972
C: 3.12435 4.81253 -2.75195
C: 2.29661 3.80212 -2.14762
C: 2.15210 2.55563 -2.74260
C: 1.33272 1.62265 -2.14379
N: 0.65628 1.85240 -1.00240
C: 0.82608 3.05804 -0.42859
C: 1.62705 4.04817 -0.95567
H: 2.66929 2.31137 -3.65981
H: 1.21406 0.65387 -2.59849
H: 0.31051 3.23973 0.50118
H: 1.72591 4.99506 -0.44365

---

No. 2
A structure of composition C33H24N2RuS7, computed with the ωB97M-V functional and the def2-TZVPD basis.

For the HOMO energy (alpha / beta), the calculation gives -2.822 / -4.773 eV. As for the spin multiplicity: 6. The energy above the lowest of the compared OMol25 structures with the same formula, charge and spin is 0.000 eV. Its LUMO energy (alpha / beta) is 2.2 / 1.4 eV. As for the orbital gap (alpha / beta): 0.1841 / 0.2281 hartree. The net charge is -1.

Element x y z (Å)
Ru: -0.77720 1.01841 -1.04576
S: 6.19590 0.89938 -2.33703
C: 6.52948 0.85868 -4.01936
C: 5.38221 0.90346 -4.74545
C: 4.21734 0.97433 -3.93406
C: 4.48397 0.98000 -2.59003
C: 3.56088 1.03642 -1.46167
C: 2.19175 0.98903 -1.68026
N: 1.27898 1.04901 -0.72134
C: 1.69039 1.16273 0.59619
C: 3.07711 1.16342 0.91089
C: 3.44830 1.21339 2.31079
C: 2.52068 1.25410 3.28182
C: 1.10960 1.26152 2.97070
C: 0.12011 1.27009 3.92592
C: -1.23750 1.25988 3.56237
C: -1.51846 1.25788 2.19113
N: -0.60208 1.24845 1.24946
C: 0.72946 1.23765 1.59983
C: -2.32275 1.25467 4.54123
C: -3.67654 1.22048 4.33711
C: -4.43270 1.22975 5.54194
C: -3.65373 1.26983 6.65381
S: -1.99011 1.29469 6.23939
C: 3.99015 1.10911 -0.11208
H: 7.54849 0.80843 -4.36912
H: 5.36324 0.89027 -5.82699
H: 3.21533 1.02846 -4.33826
H: 1.80157 0.87287 -2.68362
H: 4.50424 1.20752 2.55892
H: 2.81835 1.27788 4.32469
H: 0.40233 1.27625 4.97431
H: -2.54330 1.27167 1.83387
H: -4.12911 1.18994 3.35478
H: -5.51404 1.20976 5.57216
H: -3.95611 1.28525 7.68948
H: 5.04871 1.11602 0.12772
S: -5.99944 6.08939 -1.05513
C: -4.80931 4.95025 -1.06177
S: -3.13977 5.30276 -1.31293
C: -2.52320 3.66638 -1.31968
C: -3.44756 2.70382 -1.15449
S: -3.09594 0.99585 -1.16942
S: -5.10163 3.25448 -0.99047
S: -0.82655 3.38462 -1.57789
C: 0.51760 -2.07741 0.18748
C: -0.73779 -2.13048 -0.70313
C: -1.96138 -2.16929 0.23755
C: -0.80444 -0.90397 -1.60832
C: -0.71135 -3.37328 -1.59975
C: -1.89429 -3.93740 -2.08008
C: -1.87769 -5.01696 -2.95346
C: -0.67204 -5.56170 -3.37364
C: 0.51331 -5.01096 -2.90861
C: 0.49121 -3.93090 -2.03437
H: 0.38272 -1.32688 0.96922
H: 1.40546 -1.79799 -0.38170
H: 0.69634 -3.04279 0.67074
H: -1.86004 -1.39296 0.99836
H: -2.03824 -3.13984 0.73821
H: -2.89073 -1.97285 -0.29795
H: -1.06654 -1.11657 -2.64242
H: -2.84681 -3.52402 -1.77487
H: -2.81348 -5.43446 -3.30681
H: -0.65717 -6.39986 -4.06008
H: 1.46418 -5.42274 -3.22637
H: 1.42961 -3.51495 -1.69175

---

no.,DFT total energy (eV),largest force on an atom (Eh/bohr)
1,-165817.9454,0.0057
2,-116020.5417,0.0269